This record from OMol25 describes the molecule C2H4N2O2. The level of theory is ωB97M-V with the def2-TZVPD basis set.

LUMO energy, eV: 0.67
SMILES: NC(=O)NC=O
E_HOMO, eV: -10.42
Total charge: 0

Element x y z (Å)
1 N 1.815092 -0.049290 -0.127575
2 C 0.540861 -0.194185 0.349284
3 O 0.290494 -0.830921 1.357273
4 N -0.485757 0.390407 -0.409159
5 C -1.783005 0.055607 0.029566
6 O -2.631769 -0.370079 -0.706452
7 H 2.503213 -0.404280 0.520784
8 H 2.084792 0.744457 -0.689524
9 H -0.395188 0.433297 -1.418773
10 H -1.929731 0.250476 1.101741

Forces on atoms 1 to 6 (eV/Å):
-0.01 0.08 0.03
-0.05 -0.12 0.40
0.16 0.31 -0.34
-0.02 -0.26 -0.02
-0.22 -0.06 -0.09
0.16 0.42 0.10

Atom charges from the natural (NBO) analysis, given in e for atoms 1 to 8: -0.8336 0.7810 -0.6260 -0.6990 0.5601 -0.5371 0.4095 0.3956